The following is a quantum chemistry calculation of a structure of composition C25H17CoN3S in a non-equilibrium geometry, from OMol25.

Geometry (Å):
Co  -1.384  0.851  -0.049
S  1.161  -3.523  1.572
C  -0.116  -2.671  2.485
C  -0.275  -3.259  3.746
C  -1.230  -2.826  4.643
C  -2.054  -1.752  4.324
C  -1.889  -1.136  3.103
C  -0.955  -1.594  2.175
N  -0.838  -0.812  0.996
C  -0.394  -1.230  -0.131
C  -0.003  -2.247  -2.173
C  0.083  -3.127  -3.236
C  0.220  -2.604  -4.517
C  0.290  -1.230  -4.729
C  0.211  -0.345  -3.662
C  0.047  -0.864  -2.389
H  0.371  -4.085  4.021
H  -1.321  -3.320  5.601
H  -2.795  -1.390  5.023
H  -2.485  -0.272  2.837
H  0.043  -4.198  -3.084
H  0.278  -3.274  -5.365
H  0.405  -0.851  -5.736
H  0.267  0.724  -3.824
C  -0.505  6.324  0.406
C  -1.613  5.483  0.332
C  -1.432  4.132  0.137
C  -0.135  3.600  0.019
C  0.983  4.453  0.096
C  0.783  5.803  0.286
N  -0.035  2.248  -0.173
N  1.221  1.731  -0.177
C  1.209  0.490  -0.552
C  2.383  -0.350  -0.323
C  2.387  -1.679  -0.123
C  1.349  -2.799  -0.077
C  -0.059  -2.562  -0.691
C  -0.014  -0.177  -1.076
H  -0.645  7.386  0.557
H  -2.612  5.887  0.424
H  -2.296  3.479  0.069
H  1.977  4.042  0.011
H  1.636  6.465  0.346
H  3.324  0.175  -0.211
H  3.367  -2.083  0.115
H  1.812  -3.635  -0.610
H  -0.722  -3.379  -0.417

Calculated values
Gap between HOMO and LUMO (alpha / beta) = 5.45 / 5.57 eV
Net charge = +1
HOMO level (alpha / beta) = -10.7022 / -10.7507 eV